16
Properties=species:S:1:pos:R:3:nbo_charge:R:1 method="wB97M-V/def2-TZVPD" total_charge=0 e_homo_ha=-0.3572 smiles=CO[C@@H](C)CO largest_force_ev_per_a=1.86 e_above_lowest_ev=1.615
C 1.668 1.255 -0.013 -0.25
O 0.865 0.246 0.567 -0.56
C -0.017 -0.473 -0.278 0.06
C -0.199 -1.821 0.408 -0.62
C -1.415 0.290 -0.448 -0.08
O -1.414 1.423 0.366 -0.72
H 2.521 0.820 -0.548 0.17
H 1.085 1.886 -0.689 0.18
H 2.044 1.872 0.809 0.19
H 0.216 -0.444 -1.323 0.18
H 0.734 -2.327 0.691 0.22
H -0.789 -2.501 -0.208 0.21
H -0.750 -1.630 1.339 0.21
H -1.634 0.622 -1.484 0.16
H -2.204 -0.436 -0.196 0.15
H -0.713 1.217 1.007 0.48

17
Properties=species:S:1:pos:R:3:nbo_charge:R:1 method="wB97M-V/def2-TZVPD" total_charge=-1 e_homo_ha="-0.1183 / -0.1183" largest_force_ev_per_a=5.29 e_above_lowest_ev=2.754
C 0.860 -0.675 -2.441 -1.01
C -1.713 0.378 0.021 -0.60
C -0.200 -0.070 1.926 -0.63
C -0.411 -0.172 0.451 -0.55
O 1.400 1.988 0.151 -1.15
O 2.283 -0.309 0.093 -1.04
P 1.087 0.665 -0.451 1.81
H 0.068 -0.056 -2.877 0.12
H 1.853 -0.456 -3.016 0.13
H -1.821 0.175 -1.167 0.21
H -2.398 -0.341 0.444 0.18
H -1.913 1.324 0.349 0.20
H -0.408 -1.072 2.415 0.19
H -1.081 0.444 2.245 0.18
H 0.733 0.516 2.222 0.24
H -0.413 -1.255 0.149 0.22
H 2.075 -1.083 -0.513 0.50

17
Properties=species:S:1:pos:R:3:nbo_charge:R:1 method="wB97M-V/def2-TZVPD" total_charge=0 e_homo_ha=-0.3311 smiles="O=CCCCS.O" largest_force_ev_per_a=2.03 e_above_lowest_ev=1.427
O -1.219 0.882 -2.509 -0.52
C -0.107 1.243 -2.188 0.43
C 0.311 1.221 -0.758 -0.51
C -0.486 0.393 0.214 -0.42
C -0.427 -1.091 -0.060 -0.52
S -0.639 -2.137 1.405 -0.03
H 0.524 1.762 -2.923 0.12
H 0.260 2.275 -0.436 0.24
H 1.358 0.890 -0.661 0.20
H -0.276 0.629 1.254 0.23
H -1.559 0.627 0.117 0.23
H 0.502 -1.360 -0.570 0.20
H -1.189 -1.386 -0.791 0.23
H -0.948 -1.124 2.245 0.12
O 2.469 1.348 1.698 -0.92
H 2.176 2.049 1.119 0.46
H 2.794 0.728 1.016 0.46

17
Properties=species:S:1:pos:R:3:nbo_charge:R:1 method="wB97M-V/def2-TZVPD" total_charge=-2 e_homo_ha=0.0296 largest_force_ev_per_a=4.34 e_above_lowest_ev=1.502
C 0.041 -0.324 0.309 -0.41
C 0.307 1.141 0.777 -0.45
C 1.884 1.312 1.421 0.02
O 1.935 2.492 1.972 -0.99
C -1.406 -0.432 -0.282 -0.05
O -1.542 -1.781 -0.631 -0.90
H 0.068 -0.936 1.291 0.17
H 0.887 -0.693 -0.282 0.18
H 0.247 1.911 0.074 0.17
H -0.417 1.426 1.558 0.16
H 2.192 0.587 2.230 0.07
H 2.644 1.320 0.557 0.05
H -2.136 -0.339 0.528 0.12
H -1.636 0.303 -1.063 0.13
H -1.380 -2.024 -1.905 0.51
H -0.391 -1.826 -3.315 0.42
O -1.297 -2.137 -3.242 -1.18

| no. | energy (Ha) |
| --- | --- |
| 1 | -308.838796 |
| 2 | -650.191602 |
| 3 | -707.040963 |
| 4 | -383.976467 |